1.
Molecular formula: C20H65FeO13
Method: DFT, ωB97M-V/def2-TZVPD

```
99
Properties=species:S:1:pos:R:3
Fe -1.43 6.53 4.53
C -3.39 9.84 4.86
C -2.99 9.06 6.12
O -2.20 7.93 5.95
H -2.58 10.36 4.36
H -4.07 10.61 5.21
H -3.92 9.21 4.16
H -3.96 8.76 6.52
H -2.54 9.72 6.86
C 0.65 11.85 5.56
C 2.06 11.54 6.05
O 1.98 11.26 7.38
H 0.69 11.97 4.48
H 0.31 12.78 6.02
H -0.02 11.00 5.68
H 2.63 12.42 5.75
H 2.49 10.65 5.59
H 1.36 10.55 7.53
C -2.54 14.24 7.41
C -2.48 13.84 5.96
O -1.52 14.65 5.39
H -1.65 14.13 8.02
H -3.31 13.72 7.99
H -2.87 15.28 7.41
H -3.48 13.98 5.55
H -2.24 12.80 5.74
H -1.40 14.45 4.46
C 1.69 7.79 9.33
C 0.41 7.80 8.47
O 0.32 8.75 7.42
H 2.40 7.81 8.51
H 1.78 6.91 9.97
H 1.71 8.61 10.05
H -0.46 7.81 9.13
H 0.35 6.80 8.04
H -0.51 8.65 6.95
C -5.96 12.74 6.18
C -7.17 13.28 6.94
O -8.19 13.05 5.98
H -5.89 13.15 5.17
H -6.09 11.67 6.03
H -5.03 12.98 6.70
H -6.97 14.33 7.12
H -7.32 12.68 7.85
H -7.98 13.58 5.21
C 0.89 9.25 2.04
C -0.14 9.41 3.13
O -0.97 8.25 3.12
H 0.42 8.93 1.11
H 1.61 8.46 2.27
H 1.49 10.14 1.82
H -0.73 10.25 2.78
H 0.32 9.59 4.10
H -1.36 8.29 2.25
C -3.59 9.11 1.02
C -2.82 8.48 -0.14
O -1.77 7.65 0.39
H -2.94 9.76 1.61
H -3.98 8.36 1.71
H -4.42 9.74 0.71
H -2.37 9.31 -0.68
H -3.43 7.91 -0.85
H -2.19 6.80 0.55
C -6.92 9.87 2.16
C -8.18 10.71 2.56
O -9.04 11.18 1.51
H -6.43 9.44 3.03
H -6.07 10.49 1.88
H -7.09 9.10 1.41
H -7.80 11.61 3.05
H -8.86 10.17 3.23
H -9.82 11.41 2.02
C -3.06 12.69 1.78
C -4.30 13.46 1.32
O -5.03 12.75 0.32
H -3.29 11.79 2.34
H -2.36 13.29 2.37
H -2.53 12.29 0.92
H -4.02 14.38 0.80
H -4.88 13.78 2.18
H -5.82 13.29 0.20
C -7.41 7.75 7.36
C -7.19 9.18 7.81
O -7.12 9.17 9.23
H -8.25 7.26 7.86
H -6.52 7.19 7.63
H -7.56 7.72 6.28
H -7.89 9.94 7.45
H -6.25 9.59 7.44
H -6.24 8.82 9.38
O -3.11 6.24 3.50
H -3.91 6.76 3.52
H -3.23 5.65 2.75
O -4.78 8.04 9.72
H -4.21 7.54 9.14
H -5.33 7.37 10.14
O -3.31 6.58 8.31
H -3.07 6.96 7.46
H -3.05 5.66 8.25
```

Properties
- DFT total energy (a.u.) = -3042.361762
- strongest force on any atom (eV/Å) = 4.84
- total charge = +1
- multiplicity = 5
- ⟨S²⟩ = 6.009

In elementary charge units, the Mulliken charges are: atom 1 (Fe): 0.8731, atom 2 (C): 0.2366, atom 3 (C): -0.3894, atom 4 (O): -0.0690, atom 5 (H): -0.3116, atom 6 (H): 0.0671, atom 7 (H): -0.2728, atom 8 (H): 0.2856, atom 9 (H): 0.4071, atom 10 (C): -0.0287, atom 11 (C): -0.4800, atom 12 (O): -0.5236, atom 13 (H): 0.2693, atom 14 (H): 0.3436, atom 15 (H): -0.4579, atom 16 (H): 0.3718, atom 17 (H): 0.2809, atom 18 (H): 0.3157, atom 19 (C): -1.4867, atom 20 (C): 0.4616, atom 21 (O): -0.5911, atom 22 (H): 0.3499, atom 23 (H): 0.3496, atom 24 (H): 0.3412, atom 25 (H): 0.3471, atom 26 (H): -0.1004, atom 27 (H): 0.3311, atom 28 (C): -1.3177, atom 29 (C): -0.1713, atom 30 (O): -0.4715, atom 31 (H): 0.3012, atom 32 (H): 0.3920, atom 33 (H): 0.3195, atom 34 (H): 0.3705, atom 35 (H): 0.2293, atom 36 (H): 0.1039, atom 37 (C): 0.0436, atom 38 (C): -0.5331, atom 39 (O): -0.5115, atom 40 (H): 0.1698, atom 41 (H): 0.0736, atom 42 (H): -0.2508, atom 43 (H): 0.3104, atom 44 (H): 0.3610, atom 45 (H): 0.2967, atom 46 (C): -1.4553, atom 47 (C): 0.4462, atom 48 (O): 0.1464, atom 49 (H): 0.3888, atom 50 (H): 0.3367, atom 51 (H): 0.3729, atom 52 (H): -0.1426, atom 53 (H): 0.1948, atom 54 (H): -0.0145, atom 55 (C): 0.2985, atom 56 (C): -0.7326, atom 57 (O): -0.4601, atom 58 (H): -0.4004, atom 59 (H): 0.0079, atom 60 (H): 0.3401, atom 61 (H): 0.3057, atom 62 (H): 0.4245, atom 63 (H): 0.2371, atom 64 (C): -0.2057, atom 65 (C): -0.3014, atom 66 (O): -0.5574, atom 67 (H): 0.1414, atom 68 (H): -0.3089, atom 69 (H): 0.4294, atom 70 (H): 0.1281, atom 71 (H): 0.3607, atom 72 (H): 0.3454, atom 73 (C): -0.2764, atom 74 (C): -0.4743, atom 75 (O): -0.5282, atom 76 (H): -0.3859, atom 77 (H): 0.3108, atom 78 (H): 0.3437, atom 79 (H): 0.4360, atom 80 (H): 0.2649, atom 81 (H): 0.3164, atom 82 (C): -0.9415, atom 83 (C): 0.2425, atom 84 (O): -0.6263, atom 85 (H): 0.3169, atom 86 (H): 0.1442, atom 87 (H): 0.2748, atom 88 (H): 0.3434, atom 89 (H): -0.1706, atom 90 (H): 0.5068, atom 91 (O): -0.4999, atom 92 (H): 0.2687, atom 93 (H): 0.3146, atom 94 (O): -0.7067, atom 95 (H): 0.3841, atom 96 (H): 0.3449, atom 97 (O): -0.6387, atom 98 (H): 0.1972, atom 99 (H): 0.2769

2.
Molecular formula: C20H68O24
Method: DFT, ωB97M-V/def2-TZVPD

```
112
Properties=species:S:1:pos:R:3
O -4.04 0.34 1.07
H -3.09 0.38 0.98
H -4.22 -0.56 1.34
O 0.59 -0.49 -3.75
H 1.32 -1.11 -3.68
H 0.87 0.12 -4.44
O -0.70 2.86 -0.92
H -1.42 3.36 -1.30
H -0.69 2.04 -1.41
O -0.12 4.87 1.01
H -0.12 4.44 1.87
H -0.50 4.21 0.42
C -3.00 -4.70 -3.12
C -2.03 -3.71 -2.54
O -2.77 -2.59 -2.18
O -3.33 -4.36 -4.51
H -3.92 -4.88 -2.56
H -2.53 -5.68 -3.18
H -1.29 -3.34 -3.25
H -1.58 -4.23 -1.68
H -2.96 -2.20 -3.03
H -2.59 -4.69 -5.03
C 1.47 1.77 3.18
C 0.41 1.09 4.10
O 0.50 1.28 5.50
O 1.07 3.12 3.02
H 1.43 1.28 2.21
H 2.50 1.64 3.53
H 0.25 0.07 3.77
H -0.59 1.50 4.03
H 0.08 0.53 5.94
H 1.77 3.76 2.90
C -3.63 0.22 -4.49
C -3.14 0.89 -3.18
O -1.70 1.11 -3.17
O -3.25 -1.23 -4.49
H -3.24 0.73 -5.37
H -4.71 0.33 -4.59
H -3.48 0.38 -2.28
H -3.51 1.92 -3.18
H -1.27 0.27 -3.35
H -3.26 -1.49 -5.41
C -1.09 -3.75 3.84
C -0.48 -4.54 2.76
O 0.97 -4.30 2.68
O -2.49 -3.83 3.69
H -0.81 -2.73 3.57
H -0.70 -3.89 4.85
H -0.89 -4.37 1.76
H -0.63 -5.59 3.00
H 1.12 -4.28 1.73
H -2.80 -2.93 3.62
C 4.43 2.75 -0.61
C 3.05 2.90 -1.36
O 2.90 1.68 -2.11
O 4.05 2.21 0.65
H 4.87 3.73 -0.46
H 5.15 2.07 -1.07
H 3.13 3.80 -1.97
H 2.11 3.04 -0.82
H 2.54 1.06 -1.47
H 4.04 1.27 0.44
C 2.75 -2.61 4.88
C 2.92 -1.73 3.67
O 1.90 -1.69 2.69
O 2.83 -3.99 4.62
H 1.81 -2.31 5.36
H 3.60 -2.55 5.55
H 3.80 -2.09 3.14
H 3.22 -0.71 3.94
H 1.87 -2.60 2.39
H 2.24 -4.24 3.90
C -3.23 4.20 3.67
C -3.36 3.23 2.51
O -3.56 3.95 1.33
O -4.47 4.85 3.95
H -2.41 4.89 3.49
H -2.92 3.63 4.55
H -4.17 2.54 2.72
H -2.53 2.53 2.37
H -3.87 3.29 0.71
H -4.40 5.28 4.80
C 4.14 -1.77 -0.27
C 3.20 -2.89 -0.81
O 2.54 -3.50 0.19
O 3.38 -0.74 0.24
H 4.86 -1.49 -1.04
H 4.67 -2.28 0.53
H 3.71 -3.67 -1.38
H 2.56 -2.62 -1.66
H 1.87 -4.06 -0.20
H 2.64 -1.12 0.72
C 0.63 3.54 -4.42
C 1.71 2.93 -5.31
O 1.99 1.59 -4.84
O -0.60 3.04 -4.97
H 0.60 4.61 -4.62
H 0.66 3.46 -3.33
H 2.67 3.44 -5.23
H 1.35 2.92 -6.34
H 2.23 1.64 -3.92
H -1.15 2.58 -4.33
C -0.49 -0.53 0.85
C -0.46 -0.75 -0.62
O 0.45 0.19 -1.29
O -1.05 0.76 1.07
H 0.51 -0.45 1.28
H -0.93 -1.30 1.48
H -1.42 -0.62 -1.11
H -0.05 -1.76 -0.63
H 0.40 0.00 -2.23
H -0.65 1.37 0.45
```

Properties
- strongest force on any atom (eV/Å) = 3.87
- total charge = 0
- ΔE to the lowest compared entry with this formula, charge and spin (kcal/mol) = 68.15

Atom charges from the Mulliken analysis, given in e for atoms 1 to 99: atom 1 (O): -0.7025, atom 2 (H): 0.2266, atom 3 (H): 0.2563, atom 4 (O): -0.5762, atom 5 (H): 0.2255, atom 6 (H): 0.2684, atom 7 (O): -0.3470, atom 8 (H): 0.1676, atom 9 (H): -0.1938, atom 10 (O): -0.6260, atom 11 (H): 0.3164, atom 12 (H): 0.3309, atom 13 (C): -0.8600, atom 14 (C): 0.1399, atom 15 (O): -0.3587, atom 16 (O): -0.5090, atom 17 (H): 0.2814, atom 18 (H): 0.4184, atom 19 (H): 0.1802, atom 20 (H): 0.1731, atom 21 (H): 0.2906, atom 22 (H): 0.3057, atom 23 (C): 0.1808, atom 24 (C): 0.2419, atom 25 (O): -0.6300, atom 26 (O): -0.4861, atom 27 (H): -0.3968, atom 28 (H): 0.5459, atom 29 (H): -0.2152, atom 30 (H): 0.0639, atom 31 (H): 0.3354, atom 32 (H): 0.3130, atom 33 (C): -0.6669, atom 34 (C): -0.4356, atom 35 (O): 0.0306, atom 36 (O): -0.5144, atom 37 (H): 0.3879, atom 38 (H): 0.3888, atom 39 (H): 0.2607, atom 40 (H): 0.4061, atom 41 (H): 0.0402, atom 42 (H): 0.2378, atom 43 (C): 0.5233, atom 44 (C): -0.3348, atom 45 (O): -0.5149, atom 46 (O): -0.5652, atom 47 (H): -0.5331, atom 48 (H): 0.3536, atom 49 (H): 0.2059, atom 50 (H): 0.3375, atom 51 (H): 0.1056, atom 52 (H): 0.3247, atom 53 (C): -0.5678, atom 54 (C): -0.0692, atom 55 (O): -0.5593, atom 56 (O): -0.5000, atom 57 (H): 0.3403, atom 58 (H): 0.2638, atom 59 (H): 0.3807, atom 60 (H): 0.1437, atom 61 (H): 0.0570, atom 62 (H): 0.2812, atom 63 (C): -0.6464, atom 64 (C): -0.4162, atom 65 (O): 0.2982, atom 66 (O): -0.5885, atom 67 (H): 0.1956, atom 68 (H): 0.4159, atom 69 (H): 0.2274, atom 70 (H): 0.4285, atom 71 (H): -0.0159, atom 72 (H): 0.4849, atom 73 (C): -0.6663, atom 74 (C): 0.4063, atom 75 (O): -0.5987, atom 76 (O): -0.5400, atom 77 (H): 0.3152, atom 78 (H): 0.3618, atom 79 (H): 0.3941, atom 80 (H): -0.2940, atom 81 (H): 0.3156, atom 82 (H): 0.3101, atom 83 (C): -0.4446, atom 84 (C): -0.6648, atom 85 (O): -0.4707, atom 86 (O): -0.1285, atom 87 (H): 0.5006, atom 88 (H): 0.2312, atom 89 (H): 0.5524, atom 90 (H): 0.1091, atom 91 (H): 0.2532, atom 92 (H): -0.0553, atom 93 (C): 0.1949, atom 94 (C): -0.6384, atom 95 (O): -0.6229, atom 96 (O): -0.6632, atom 97 (H): 0.3292, atom 98 (H): -0.0999, atom 99 (H): 0.3467